84
Properties=species:S:1:pos:R:3 method="wB97M-V/def2-TZVPD" charge=0 orbital_gap_ev="7.44 / 6.39" multiplicity=3 e_tot_ha=-7674.630486 e_above_lowest_kcal_mol=11.8
Pt -0.19 -1.31 -2.50
Se -2.40 1.21 3.72
P -0.50 0.43 3.28
C -0.07 -0.89 4.46
C -0.92 -1.99 4.50
C -0.68 -3.00 5.41
C 0.39 -2.91 6.29
C 1.21 -1.80 6.26
C 0.99 -0.78 5.35
C 0.88 1.62 3.38
C 0.68 2.88 3.93
C 1.76 3.73 4.10
C 3.03 3.31 3.73
C 3.23 2.05 3.19
C 2.15 1.20 2.99
C -0.34 -0.36 1.68
C -0.34 0.06 0.34
N -0.27 -1.09 -0.37
N -0.23 -2.10 0.44
N -0.27 -1.70 1.67
P -0.40 1.62 -0.55
Se -0.34 1.39 -2.69
C 1.13 2.51 -0.11
C 2.31 1.78 -0.21
C 3.53 2.40 -0.03
C 3.58 3.75 0.26
C 2.41 4.49 0.34
C 1.18 3.87 0.14
C -1.80 2.60 0.02
C -2.94 2.68 -0.77
C -4.01 3.45 -0.35
C -3.94 4.14 0.85
C -2.80 4.06 1.64
C -1.73 3.29 1.23
H -1.76 -2.04 3.83
H -1.33 -3.86 5.44
H 0.58 -3.70 6.99
H 2.04 -1.72 6.95
H 1.63 0.09 5.33
H -0.31 3.17 4.25
H 1.62 4.71 4.53
H 3.87 3.96 3.88
H 4.22 1.73 2.93
H 2.29 0.22 2.57
H 2.26 0.72 -0.46
H 4.45 1.84 -0.12
H 4.53 4.24 0.41
H 2.45 5.55 0.55
H 0.28 4.46 0.15
H -2.99 2.12 -1.69
H -4.90 3.52 -0.96
H -4.77 4.74 1.18
H -2.76 4.58 2.58
H -0.85 3.21 1.85
C 3.69 -2.55 -4.42
C 2.18 -2.44 -4.19
C 1.58 -3.83 -4.01
C 1.88 -1.56 -2.99
H 3.89 -3.14 -5.31
H 4.16 -3.04 -3.57
H 4.13 -1.56 -4.54
H 1.74 -1.98 -5.09
H 1.97 -4.29 -3.10
H 1.81 -4.47 -4.86
H 0.49 -3.75 -3.92
H 2.33 -0.57 -3.12
H 2.29 -2.03 -2.08
C -4.70 -1.15 -2.93
S -3.01 -0.50 -2.56
O -2.84 -0.59 -1.11
C -2.21 -1.97 -3.30
C -2.07 -1.97 -4.69
C -1.85 -3.15 -5.37
C -1.75 -4.35 -4.66
C -1.85 -4.36 -3.28
C -2.08 -3.17 -2.58
H -4.79 -2.19 -2.65
H -4.87 -1.02 -3.99
H -5.40 -0.55 -2.35
H -2.21 -1.04 -5.23
H -1.76 -3.15 -6.44
H -1.60 -5.27 -5.20
H -1.75 -5.29 -2.74
H -2.25 -3.19 -1.51

81
Properties=species:S:1:pos:R:3 method="wB97M-V/def2-TZVPD" charge=+1 orbital_gap_ev=3.93 e_tot_ha=-1916.793653
C 2.88 -2.11 -3.21
N 1.90 -1.17 -2.70
C 1.75 0.07 -3.25
O 2.46 0.54 -4.14
C 0.62 0.76 -2.53
C 1.03 2.18 -2.12
C 2.17 2.18 -1.14
C 1.93 2.17 0.24
C 3.02 2.11 1.12
C 4.33 2.07 0.63
C 4.56 2.14 -0.75
C 3.48 2.20 -1.62
N 0.33 -0.16 -1.42
C -0.94 -0.21 -0.88
C -1.66 0.86 -0.43
C -3.11 0.90 -0.54
C -3.81 2.04 -1.03
C -5.20 2.01 -1.18
C -5.94 0.85 -0.86
C -5.25 -0.29 -0.42
C -3.87 -0.25 -0.24
C 0.98 -1.47 -1.64
C 1.60 -2.10 -0.33
C 2.76 -1.26 0.17
C 2.05 -3.54 -0.60
C 0.53 -2.18 0.75
H 3.24 -1.77 -4.19
H 3.74 -2.17 -2.52
H 2.43 -3.10 -3.30
H -0.25 0.85 -3.22
H 1.40 2.65 -3.04
H 0.15 2.75 -1.78
H 0.90 2.19 0.60
H 2.82 2.07 2.19
H 5.16 2.00 1.32
H 5.58 2.12 -1.15
H 3.63 2.22 -2.71
H -1.37 -1.22 -0.97
H -1.11 1.78 -0.14
H -3.22 2.93 -1.31
H -5.72 2.89 -1.54
H -7.03 0.87 -0.89
H -5.81 -1.20 -0.17
H -3.33 -1.11 0.18
H 0.24 -2.20 -2.02
H 2.43 -0.26 0.44
H 3.17 -1.73 1.08
H 3.58 -1.18 -0.56
H 1.28 -4.08 -1.18
H 3.02 -3.61 -1.11
H 2.15 -4.06 0.37
H -0.32 -2.78 0.41
H 0.95 -2.66 1.64
H 0.18 -1.19 1.06
F -0.79 -1.97 9.14
C -0.05 -1.20 8.27
F 0.24 -0.04 8.92
F 1.15 -1.85 8.09
C -0.79 -1.00 6.98
C -1.01 0.27 6.46
C -1.63 0.40 5.22
C -2.23 -0.72 4.58
C -3.21 -0.49 3.56
C -4.48 -1.11 3.63
C -5.46 -0.82 2.63
C -6.58 -1.63 2.47
C -6.91 -2.59 3.46
C -6.07 -2.73 4.58
C -4.89 -2.00 4.68
C -1.96 -2.01 5.14
C -1.23 -2.15 6.31
H -0.69 1.15 7.01
H -1.74 1.38 4.76
H -3.02 0.29 2.82
H -5.30 0.04 1.98
H -7.21 -1.54 1.59
H -7.79 -3.23 3.35
H -6.33 -3.43 5.38
H -4.26 -2.12 5.57
H -2.37 -2.89 4.64
H -1.04 -3.13 6.74

85
Properties=species:S:1:pos:R:3 method="wB97M-V/def2-TZVPD" charge=+2 orbital_gap_ev="6.85 / 5.47" multiplicity=5 e_tot_ha=-2688.904600
Pd 0.02 0.27 -0.26
C -1.56 -4.03 -1.43
C -1.47 -3.69 -2.88
C -1.58 -4.65 -3.87
C -1.43 -4.30 -5.20
C -1.17 -2.98 -5.55
C -1.05 -2.01 -4.57
C -1.23 -2.36 -3.24
P -1.16 -1.14 -1.90
C -0.32 0.31 -2.68
C 1.09 0.16 -2.67
C 1.90 1.07 -3.33
C 1.32 2.13 -4.01
C -0.05 2.27 -4.05
C -0.90 1.39 -3.37
C -2.38 1.56 -3.47
C -2.89 -0.81 -1.46
C -3.94 -1.29 -2.23
C -5.25 -0.97 -1.90
C -5.50 -0.12 -0.84
C -4.46 0.36 -0.06
C -3.14 -0.04 -0.30
C -2.11 0.24 0.69
H -1.60 -5.11 -1.26
H -2.46 -3.58 -0.98
H -0.68 -3.62 -0.93
H -1.76 -5.68 -3.60
H -1.50 -5.05 -5.97
H -1.04 -2.71 -6.59
H -0.83 -0.99 -4.85
H 1.54 -0.74 -2.22
H 2.97 0.94 -3.33
H 1.95 2.85 -4.53
H -0.49 3.07 -4.62
H -2.63 2.37 -4.15
H -2.81 1.79 -2.50
H -2.85 0.65 -3.84
H -3.74 -1.91 -3.10
H -6.07 -1.38 -2.48
H -6.52 0.16 -0.60
H -4.68 0.99 0.79
H -1.88 -0.63 1.32
H -2.29 1.15 1.28
C 0.99 -3.13 6.95
C 2.14 -3.13 5.96
N 1.69 -2.83 4.61
C 1.79 -1.56 4.17
C 1.39 -1.14 2.94
C 1.55 0.36 2.58
O 1.64 1.12 3.52
O 1.56 0.57 1.34
C 0.78 -2.03 2.01
O 0.44 -1.78 0.84
C 0.54 -3.36 2.58
C -0.21 -4.26 1.83
C -0.39 -5.55 2.24
F -1.18 -6.33 1.47
C 0.21 -6.03 3.42
C 0.91 -5.11 4.20
C 1.06 -3.76 3.83
N 0.17 -7.38 3.77
C -0.04 -7.81 5.14
C 0.93 -8.96 5.45
N 1.21 -9.70 4.19
C 0.00 -9.77 3.33
C -0.30 -8.36 2.81
H 1.36 -3.37 7.94
H 0.22 -3.85 6.68
H 0.53 -2.15 6.99
H 2.67 -4.09 5.95
H 2.86 -2.36 6.24
H 2.23 -0.84 4.85
H -0.68 -3.91 0.93
H 1.36 -5.45 5.12
H -1.08 -8.13 5.27
H 0.13 -6.98 5.83
H 0.47 -9.64 6.17
H 1.87 -8.60 5.86
H 1.57 -10.64 4.40
H 1.93 -9.19 3.66
H -0.82 -10.16 3.93
H 0.17 -10.45 2.50
H -1.38 -8.29 2.63
H 0.22 -8.20 1.86
I 0.64 2.90 -0.10

88
Properties=species:S:1:pos:R:3 method="wB97M-V/def2-TZVPD" charge=-1 orbital_gap_ev="5.29 / 7.19" multiplicity=3 e_tot_ha=-3409.963648 e_above_lowest_kcal_mol=17.1
Ti 0.47 0.39 0.61
C -4.18 -2.83 0.14
C -3.94 -1.52 0.51
C -2.65 -1.08 0.78
C -1.56 -1.96 0.68
C -1.82 -3.30 0.31
C -3.11 -3.71 0.04
N -0.28 -1.51 0.94
N 0.63 -2.47 0.99
C 1.91 -2.08 1.00
C 2.91 -3.07 1.15
C 4.23 -2.70 1.11
C 4.56 -1.35 0.93
C 3.54 -0.44 0.79
N 2.25 -0.77 0.82
H -5.18 -3.17 -0.08
H -4.76 -0.82 0.57
H -2.47 -0.05 1.04
H -0.98 -3.97 0.22
H -3.28 -4.74 -0.26
H 2.60 -4.09 1.28
H 5.02 -3.43 1.23
H 5.59 -1.02 0.88
H 3.75 0.61 0.64
C 0.41 3.81 -5.87
C 0.84 2.34 -5.99
C 0.11 1.60 -7.11
C -1.38 1.56 -6.82
C -1.61 0.97 -5.45
C -2.81 0.34 -5.15
C -3.00 -0.23 -3.91
F -4.19 -0.82 -3.66
C -2.02 -0.23 -2.95
C -0.80 0.38 -3.24
C 0.24 0.43 -2.23
O 0.19 -0.33 -1.19
C 1.37 1.28 -2.50
C 1.52 1.83 -3.72
N 0.62 1.64 -4.74
C -0.60 1.01 -4.49
C 2.29 1.64 -1.36
O 3.45 1.97 -1.58
O 1.74 1.63 -0.19
H 0.44 4.29 -6.85
H 1.09 4.33 -5.20
H -0.59 3.88 -5.46
H 1.91 2.31 -6.20
H 0.49 0.57 -7.14
H 0.32 2.07 -8.07
H -1.90 0.94 -7.57
H -1.81 2.56 -6.89
H -3.61 0.30 -5.89
H -2.17 -0.67 -1.98
H 2.38 2.45 -3.95
O -2.33 2.68 -1.56
S -0.99 2.44 -0.99
N -0.98 1.49 0.19
C -2.04 -2.80 4.81
C -0.74 -2.13 4.46
C 0.48 -2.66 4.86
C 1.67 -2.04 4.51
C 3.00 -2.61 4.91
C 1.63 -0.87 3.76
C 0.42 -0.32 3.31
C -0.76 -0.96 3.71
N 0.42 0.82 2.49
C 0.09 2.09 3.16
C 0.54 2.06 4.63
C 0.85 3.22 2.45
C -1.42 2.41 3.14
H -1.87 -3.66 5.46
H -2.54 -3.13 3.91
H -2.70 -2.10 5.32
H 0.51 -3.58 5.44
H 2.92 -3.26 5.78
H 3.72 -1.82 5.13
H 3.42 -3.20 4.08
H 2.56 -0.38 3.50
H -1.71 -0.56 3.37
H 1.59 1.79 4.70
H -0.04 1.33 5.20
H 0.40 3.05 5.08
H 1.92 3.08 2.56
H 0.57 4.19 2.87
H 0.60 3.21 1.39
H -1.99 1.61 3.62
H -1.76 2.51 2.11
H -1.61 3.35 3.67

What is the charge in the fourth record? -1

Among the records above, which one has the highest charge? C37H38FIN3O3PPd

What is the charge in the second record? +1